Record 1
# C19H11AlNO2

C19H11AlNO2 as an isolated structure in a non-equilibrium geometry (wB97M-V/def2-TZVPD, the OMol25 dataset).

Last column: Löwdin charge in e.
Atoms and positions in Å:
1 O -1.987 2.012 3.092  0.140
2 C -1.296 1.127 2.535  -0.222
3 C -0.649 -0.141 3.312  -0.009
4 C -0.012 -0.036 4.728  0.056
5 C 0.620 -1.325 5.344  -0.011
6 C 0.636 -2.704 4.573  -0.161
7 C -0.022 -2.837 3.150  0.052
8 C -0.652 -1.533 2.544  -0.012
9 C -1.318 -1.526 1.065  -0.242
10 O -2.087 -2.432 0.674  0.122
11 C -0.932 -0.217 0.180  0.038
12 C -0.548 -0.285 -1.319  0.133
13 C -0.151 1.090 -2.013  -0.019
14 C 0.297 1.136 -3.501  -0.009
15 C 0.619 -0.263 -4.214  0.100
16 C 1.118 -0.183 -5.703  0.077
17 C 1.217 1.251 -6.339  0.083
18 N 0.938 2.528 -5.722  0.112
19 C 0.505 2.442 -4.373  0.063
20 C -0.185 2.498 -1.242  0.121
21 C -0.574 2.546 0.262  0.096
22 C -0.925 1.184 0.951  0.109
23 H -0.029 0.994 5.232  0.138
24 H 1.119 -1.254 6.367  0.109
25 H 1.125 -3.649 4.999  -0.123
26 H -0.005 -3.841 2.583  0.135
27 H -0.562 -1.301 -1.859  0.139
28 H 0.520 -1.251 -3.654  0.117
29 H 1.375 -1.170 -6.212  0.136
30 H 1.567 1.286 -7.444  0.167
31 H 0.302 3.448 -3.837  0.143
32 H 0.069 3.497 -1.739  0.129
33 H -0.612 3.490 0.906  0.150
34 Al 0.519 -4.581 6.674  1.142

Output
Charge = +3
LUMO = -13.64 eV
Highest occupied orbital energy = -17.678 eV
Energy = -32018.7877 eV



Record 2
# C19H11AuCl2N3O4

C19H11AuCl2N3O4 as an isolated structure (wB97M-V/def2-TZVPD, the OMol25 dataset).

Last column: Löwdin charge in e.
Atoms and positions in Å:
1 Au 0.784 0.514 0.122  1.170
2 O 2.049 3.456 2.750  0.138
3 C 1.519 2.692 1.987  -0.430
4 N 2.040 1.546 1.447  0.014
5 C 3.296 1.020 1.616  -0.427
6 O 4.189 1.451 2.295  0.140
7 C 3.501 -0.247 0.787  -0.161
8 C 4.706 -0.915 0.866  0.029
9 C 4.887 -2.063 0.110  -0.011
10 C 3.855 -2.508 -0.703  -0.024
11 C 2.673 -1.794 -0.732  -0.106
12 N 2.507 -0.690 -0.003  -0.037
13 C 0.113 2.989 1.463  -0.161
14 C -0.539 4.125 1.900  0.029
15 C -1.803 4.406 1.406  -0.012
16 C -2.375 3.547 0.480  -0.024
17 C -1.672 2.425 0.086  -0.092
18 N -0.460 2.154 0.576  -0.031
19 H 5.469 -0.515 1.518  0.132
20 H 5.822 -2.604 0.153  0.123
21 H 3.957 -3.397 -1.308  0.118
22 H 1.833 -2.100 -1.340  0.114
23 H -0.033 4.759 2.614  0.132
24 H -2.332 5.291 1.733  0.124
25 H -3.352 3.738 0.062  0.118
26 H -2.061 1.726 -0.642  0.087
27 Cl -5.483 -3.849 -2.078  0.804
28 C -4.164 -2.794 -1.885  -0.624
29 C -4.080 -1.641 -2.669  -0.101
30 C -3.014 -0.799 -2.503  -0.552
31 Cl -2.885 0.627 -3.423  0.812
32 C -1.946 -1.069 -1.534  -0.360
33 O -0.998 -0.285 -1.431  -0.053
34 C -2.101 -2.280 -0.737  -0.084
35 C -1.113 -2.684 0.292  -0.173
36 O -0.070 -2.126 0.517  0.019
37 C -3.178 -3.096 -0.922  -0.028
38 H -4.850 -1.421 -3.395  0.122
39 H -1.399 -3.595 0.850  0.139
40 H -3.292 -3.993 -0.325  0.127

Output
Charge = +1
⟨S²⟩ = 2.039
LUMO (spin up / spin down) = -3.62 / -6.13 eV
Highest occupied orbital energy (spin up / spin down) = -11.212 / -12.298 eV
Spin multiplicity = 3
Energy = -61271.6271 eV



Record 3
# C19H11BrN2O6SSe2Te2Ti

C19H11BrN2O6SSe2Te2Ti as an isolated structure in a non-equilibrium geometry (wB97M-V/def2-TZVPD, the OMol25 dataset).

Last column: Löwdin charge in e.
Atoms and positions in Å:
1 Ti 0.032 0.315 -0.176  0.517
2 O 2.990 -1.020 -2.464  0.076
3 C 2.303 -0.512 -1.596  -0.562
4 O 1.053 -0.700 -1.388  -0.260
5 C 2.871 0.487 -0.603  -0.152
6 C 4.071 1.179 -0.652  0.021
7 C 4.287 2.168 0.302  -0.049
8 C 3.308 2.447 1.250  0.019
9 C 2.144 1.696 1.230  -0.156
10 N 1.973 0.725 0.342  -0.044
11 C 0.863 1.915 2.024  -0.575
12 O 0.788 2.773 2.888  0.062
13 O -0.068 1.131 1.627  -0.308
14 H 4.781 0.969 -1.439  0.116
15 H 5.201 2.747 0.278  0.097
16 H 3.419 3.248 1.966  0.115
17 Se -1.797 -1.251 -0.461  0.036
18 Te -2.701 -0.588 1.729  0.243
19 Te -0.635 -1.548 3.310  0.092
20 Se 0.987 -1.782 1.439  -0.048
21 S -1.116 0.858 -2.893  0.714
22 C -0.986 -0.088 -4.333  -0.671
23 C 0.046 -1.021 -4.471  -0.113
24 C 0.139 -1.802 -5.601  -0.117
25 C -0.789 -1.668 -6.623  -0.154
26 C -1.812 -0.738 -6.501  -0.143
27 C -1.915 0.045 -5.371  -0.150
28 H 0.761 -1.134 -3.672  0.073
29 H 0.946 -2.518 -5.683  0.092
30 H -0.721 -2.290 -7.506  0.073
31 H -2.541 -0.633 -7.299  0.082
32 H -2.720 0.761 -5.262  0.084
33 Br -0.486 7.842 -0.785  0.682
34 C -1.324 6.177 -1.163  -0.667
35 C -2.572 6.170 -1.763  -0.213
36 N -3.211 5.043 -2.039  0.068
37 C -2.643 3.894 -1.722  -0.069
38 C -1.393 3.814 -1.113  -0.085
39 C -0.703 4.991 -0.829  -0.030
40 C -0.780 2.511 -0.753  -0.724
41 O 0.459 2.364 -0.851  -0.029
42 O -1.514 1.598 -0.313  -0.272
43 H -3.066 7.095 -2.038  0.092
44 H -3.181 2.989 -1.975  0.115
45 H 0.266 4.950 -0.350  0.123

Output
ΔE to the lowest compared entry with this formula, charge and spin = 38.9 kcal per mole
Charge = -2
LUMO = 3.66 eV
Highest occupied orbital energy = -1.112 eV
Energy = -284426.4937 eV



Record 4
# C19H11N5PdS2

C19H11N5PdS2 as an isolated structure in a non-equilibrium geometry (wB97M-V/def2-TZVPD, the OMol25 dataset).

Last column: Löwdin charge in e.
Atoms and positions in Å:
1 Pd 0.578 0.112 -0.556  0.713
2 C -2.411 0.997 -3.564  -0.018
3 C -3.416 0.081 -3.224  -0.034
4 C -3.201 -0.773 -2.170  0.003
5 C -2.000 -0.720 -1.450  -0.173
6 N -1.025 0.192 -1.798  -0.024
7 C -1.249 1.013 -2.825  -0.102
8 C -1.682 -1.573 -0.328  -0.174
9 C -2.479 -2.549 0.265  0.020
10 C -1.993 -3.242 1.370  -0.026
11 C -0.735 -2.953 1.888  0.020
12 C 0.043 -1.973 1.277  -0.175
13 N -0.443 -1.343 0.176  -0.012
14 C 1.349 -1.497 1.667  -0.173
15 C 2.083 -1.996 2.751  0.002
16 C 3.318 -1.478 3.049  -0.035
17 C 3.828 -0.447 2.248  -0.018
18 C 3.068 0.013 1.194  -0.103
19 N 1.866 -0.480 0.892  -0.026
20 H -2.541 1.682 -4.387  0.115
21 H -4.337 0.046 -3.785  0.114
22 H -3.948 -1.494 -1.884  0.110
23 H -0.456 1.713 -3.069  0.091
24 H -3.464 -2.766 -0.118  0.113
25 H -2.603 -4.002 1.836  0.116
26 H -0.375 -3.480 2.757  0.113
27 H 1.663 -2.792 3.342  0.110
28 H 3.892 -1.858 3.881  0.115
29 H 4.796 -0.015 2.449  0.115
30 H 3.439 0.812 0.559  0.090
31 S 1.870 1.749 -1.548  0.578
32 C 1.411 3.220 -0.801  -0.759
33 C 2.082 4.339 -1.336  -0.343
34 N 2.657 5.213 -1.810  0.152
35 C 0.494 3.431 0.234  -0.839
36 S -0.417 2.260 1.050  0.521
37 C 0.284 4.755 0.676  -0.334
38 N 0.053 5.800 1.091  0.158

Output
LUMO = -1.71 eV
Highest occupied orbital energy = -6.299 eV
Energy = -52481.9291 eV



Record 5
# C19H12BrCl2F4O4PSW

C19H12BrCl2F4O4PSW as an isolated structure in a non-equilibrium geometry (wB97M-V/def2-TZVPD, the OMol25 dataset).

Last column: Löwdin charge in e.
Atoms and positions in Å:
1 W -1.678 -0.038 0.637  1.310
2 Cl -0.944 0.022 3.088  0.795
3 C -2.397 0.896 3.765  -0.658
4 Cl -3.310 1.442 2.345  0.783
5 H -2.033 1.739 4.345  0.083
6 H -2.982 0.176 4.332  0.087
7 F 0.020 5.847 0.055  0.282
8 C -0.165 4.585 0.211  -0.066
9 C 0.553 3.881 1.181  -0.104
10 F 1.417 4.512 1.922  0.236
11 C 0.353 2.516 1.359  -0.215
12 F 1.086 1.927 2.286  0.098
13 C -0.580 1.797 0.587  -0.374
14 P 0.132 -0.391 -0.816  1.181
15 C 0.915 -0.453 -2.295  -0.336
16 C 0.404 0.214 -3.467  -0.013
17 C 1.067 0.065 -4.647  0.030
18 C 2.249 -0.708 -4.695  0.125
19 C 2.779 -1.346 -3.553  0.029
20 C 2.141 -1.222 -2.356  -0.002
21 C 0.485 -1.350 0.634  -0.473
22 C 1.576 -0.885 1.468  -0.082
23 C 2.249 -1.770 2.262  0.023
24 C 1.882 -3.130 2.264  0.111
25 C 0.864 -3.621 1.432  0.037
26 C 0.173 -2.765 0.620  -0.025
27 C -1.237 2.563 -0.412  -0.554
28 Br -2.612 1.560 -1.266  1.165
29 C -1.108 3.909 -0.597  -0.215
30 F -1.827 4.565 -1.463  0.203
31 H -0.506 0.798 -3.419  0.108
32 H 0.695 0.533 -5.550  0.153
33 H 2.768 -0.813 -5.643  0.161
34 H 3.689 -1.927 -3.632  0.153
35 H 2.537 -1.699 -1.468  0.130
36 H 1.881 0.151 1.438  0.111
37 H 3.072 -1.432 2.879  0.154
38 H 2.412 -3.818 2.917  0.160
39 H 0.622 -4.677 1.437  0.156
40 H -0.607 -3.143 -0.026  0.126
41 O -3.854 -0.420 0.367  -0.459
42 S -3.371 -1.844 0.374  0.529
43 O -4.190 -2.941 0.156  -0.047
44 O -2.461 -1.745 1.603  -0.417
45 O -2.165 -1.557 -0.659  -0.478

Output
ΔE to the lowest compared entry with this formula, charge and spin = 39.5 kcal per mole
Charge = +4
LUMO = -16.00 eV
Highest occupied orbital energy = -21.860 eV
Energy = -155942.7915 eV



Question: What is the energy in the fifth record?
Answer: -155942.7915 eV